[1]
{"formula": "C4H12", "method": "the ωB97M-V functional and the def2-TZVPD basis", "e_lumo_ha": 0.0407, "de_lowest_kcal_mol": 5.66, "homo_lumo_gap_ev": 12.54, "homo_ev": -11.43, "elements": ["C", "C", "H", "H", "H", "H", "H", "H", "C", "C", "H", "H", "H", "H", "H", "H"], "positions_angstrom": [[2.311719, 0.079606, 0.947806], [2.149216, -0.777572, -0.304342], [1.419490, -0.014276, 1.575742], [3.104337, -0.351159, 1.571159], [2.520514, 1.115616, 0.687035], [1.409242, -0.423652, -1.028763], [1.792178, -1.789484, -0.088728], [3.030802, -0.729843, -0.941313], [-1.990545, -0.343326, -0.420748], [-2.452954, 1.085680, -0.238028], [-2.134939, -0.886088, 0.514384], [-2.403149, -0.929182, -1.228652], [-0.900237, -0.428357, -0.517123], [-3.537874, 1.090981, -0.077634], [-2.253992, 1.740424, -1.088671], [-2.063811, 1.560636, 0.637878]], "forces_ev_per_angstrom": [[-0.3, -0.9, 0.1], [-0.5, 0.3, -0.8], [0.0, 0.4, -0.2], [0.1, 0.4, -0.2], [0.0, 0.0, 0.3], [-0.4, 0.5, 0.4], [0.6, 0.0, 0.1], [0.4, -0.6, 0.3], [1.4, -0.3, 1.0], [-1.2, -0.1, -0.7], [-0.5, -0.2, 0.0], [-0.5, 0.2, -0.3], [-0.1, 0.3, -0.3], [0.1, 0.1, -0.2], [0.1, -0.1, 0.0], [0.6, 0.1, 0.5]]}

=====

[2]
{"formula": "C22H20FeN6OS", "method": "the ωB97M-V functional and the def2-TZVPD basis", "total_charge": 3, "e_lumo_ha": [-0.3872, -0.4642], "de_lowest_kcal_mol": 0.00, "homo_lumo_gap_ev": [6.07, 3.96], "homo_ev": [-16.60, -16.60], "spin_multiplicity": 6, "elements": ["Fe", "C", "C", "N", "C", "C", "N", "C", "C", "C", "C", "C", "N", "C", "C", "N", "C", "C", "N", "C", "C", "C", "N", "C", "C", "H", "H", "H", "H", "H", "H", "H", "H", "H", "H", "H", "H", "O", "S", "C", "C", "C", "C", "H", "H", "H", "H", "H", "H", "H", "H"], "positions_angstrom": [[-0.858665, 0.352595, -2.009891], [2.799960, 0.361814, -4.357522], [1.441255, 0.417492, -4.048830], [1.049321, 0.591390, -2.784326], [1.993689, 0.721022, -1.819019], [3.332184, 0.629711, -2.161150], [3.725853, 0.448467, -3.417573], [1.462729, 1.010294, -0.467218], [2.169514, 1.296720, 0.675481], [1.470262, 1.635537, 1.850713], [0.063759, 1.706981, 1.806353], [-0.586328, 1.422044, 0.630266], [0.118545, 1.054084, -0.455461], [-2.035740, 1.534745, 0.340553], [-2.999735, 2.001609, 1.217497], [-4.265179, 2.170674, 0.847687], [-4.594672, 1.892731, -0.402451], [-3.657523, 1.403139, -1.310911], [-2.389994, 1.220592, -0.931630], [2.192097, 1.931516, 3.089919], [3.318809, 1.191682, 3.447636], [3.946974, 1.495168, 4.646738], [3.544784, 2.471871, 5.453126], [2.483213, 3.187983, 5.098122], [1.760988, 2.952344, 3.936965], [3.127316, 0.241844, -5.383263], [0.685995, 0.330387, -4.819662], [4.109106, 0.708135, -1.409959], [3.250740, 1.310632, 0.675801], [-0.484875, 1.983703, 2.696136], [-2.750410, 2.254324, 2.241151], [-5.622159, 2.055446, -0.704813], [-3.934608, 1.164533, -2.329897], [3.687172, 0.377947, 2.835992], [4.810951, 0.928165, 4.972068], [2.193778, 3.986846, 5.770258], [0.917969, 3.584231, 3.688324], [-1.029380, -1.452433, -1.839600], [-0.603934, -2.985975, -1.966314], [-2.086945, -3.813258, -2.592612], [-2.918346, -4.180026, -1.369882], [-1.906126, -4.686556, -0.349756], [-0.813172, -3.617238, -0.268010], [-1.683453, -4.696685, -3.098285], [-2.541801, -3.169725, -3.344967], [-3.659997, -4.932913, -1.632575], [-3.450755, -3.304021, -0.993413], [-1.475711, -5.633224, -0.680240], [-2.335217, -4.850922, 0.637488], [0.156549, -3.961950, 0.085673], [-1.128788, -2.743471, 0.305282]], "forces_ev_per_angstrom": [[0.3, -0.2, 0.4], [0.0, 0.0, 0.0], [0.0, 0.0, 0.1], [0.0, 0.0, -0.2], [-0.1, 0.1, 0.0], [0.0, 0.0, 0.0], [0.0, 0.0, 0.0], [0.0, 0.0, 0.0], [0.0, 0.0, 0.0], [0.0, 0.0, 0.1], [0.0, 0.1, 0.0], [0.0, 0.0, 0.0], [-0.1, -0.1, 0.1], [0.1, 0.0, -0.1], [0.0, 0.0, 0.0], [0.0, 0.0, 0.0], [0.0, 0.0, 0.0], [0.0, 0.0, 0.1], [-0.1, 0.1, -0.1], [0.0, 0.0, 0.0], [0.0, 0.1, 0.0], [0.1, 0.0, 0.0], [0.0, 0.0, -0.1], [0.0, 0.0, 0.0], [0.0, -0.1, 0.0], [0.0, 0.0, 0.0], [0.0, 0.0, 0.0], [0.0, 0.0, 0.0], [0.0, 0.0, 0.0], [0.0, 0.0, 0.0], [0.0, 0.0, 0.0], [0.0, 0.0, 0.0], [0.0, 0.0, 0.0], [0.0, 0.0, 0.0], [0.0, 0.0, 0.0], [0.0, 0.0, 0.0], [0.0, 0.0, 0.0], [-0.3, 0.1, -0.1], [0.1, 0.1, -0.1], [0.0, 0.0, 0.0], [0.0, 0.0, 0.0], [0.0, 0.0, 0.0], [0.0, 0.0, 0.0], [0.0, 0.0, 0.0], [0.0, 0.0, 0.0], [0.0, 0.0, 0.0], [0.0, 0.0, 0.0], [0.0, 0.0, 0.0], [0.0, 0.0, 0.0], [0.0, 0.0, 0.0], [0.0, 0.0, 0.0]]}

=====

[3]
{"formula": "C6H16N2", "method": "the ωB97M-V functional and the def2-TZVPD basis", "e_lumo_ha": [0.0244, 0.0146], "de_lowest_kcal_mol": 149.12, "homo_lumo_gap_ev": [8.07, 6.92], "homo_ev": [-7.41, -6.52], "elements": ["C", "C", "C", "C", "C", "C", "N", "N", "H", "H", "H", "H", "H", "H", "H", "H", "H", "H", "H", "H", "H", "H", "H", "H"], "positions_angstrom": [[2.031233, 0.152977, -0.409203], [-0.070875, 0.335230, -0.599438], [-2.813035, -1.035717, -0.391632], [-2.691657, 1.086831, 0.760803], [2.596125, 1.103140, 0.609210], [2.535432, -1.266060, -0.377847], [-2.003718, 0.085203, -0.003662], [0.067952, -0.198843, 0.618155], [0.025446, -1.215725, 0.542879], [2.058627, 0.564316, -1.419474], [-0.196659, -0.233407, -1.518453], [-0.072659, 1.414675, -0.684934], [-2.198036, -1.776002, -0.917958], [-3.289646, -1.539063, 0.465511], [-3.627178, -0.745738, -1.080065], [-3.178413, 0.676032, 1.659981], [-3.480498, 1.588697, 0.172608], [-1.980105, 1.851222, 1.086796], [2.545136, 0.684062, 1.614144], [3.580590, -1.310243, -0.711216], [3.647604, 1.327296, 0.383864], [2.055175, 2.051997, 0.615459], [1.962343, -1.916157, -1.045318], [2.496817, -1.684724, 0.629791]], "forces_ev_per_angstrom": [[-0.3, 0.0, -0.1], [0.3, -0.2, 0.3], [-0.1, 0.0, 0.1], [-0.1, -0.1, 0.1], [0.0, 0.0, 0.0], [0.0, 0.0, 0.0], [0.1, 0.2, -0.3], [-0.1, 0.0, -0.1], [0.0, 0.0, 0.0], [0.0, 0.0, 0.0], [0.0, 0.0, 0.0], [0.0, 0.0, 0.0], [0.0, 0.0, 0.0], [0.0, 0.0, 0.0], [0.1, 0.0, 0.1], [0.0, 0.0, -0.1], [0.1, -0.1, 0.0], [0.0, 0.0, 0.0], [0.0, 0.0, 0.0], [-0.1, 0.0, 0.0], [-0.1, 0.0, 0.0], [0.0, 0.0, 0.0], [0.0, 0.0, 0.0], [0.0, 0.0, 0.0]]}

=====

[4]
{"formula": "C20H20O2", "method": "the ωB97M-V functional and the def2-TZVPD basis", "e_lumo_ha": -0.0350, "homo_lumo_gap_ev": 8.53, "homo_ev": -9.48, "elements": ["C", "C", "C", "C", "C", "C", "C", "O", "C", "C", "C", "C", "C", "C", "C", "O", "H", "H", "H", "H", "H", "H", "H", "H", "H", "H", "H", "H", "H", "H", "C", "C", "C", "C", "C", "C", "H", "H", "H", "H", "H", "H"], "positions_angstrom": [[-1.946499, 1.168949, -1.463069], [-1.597644, -0.272992, -0.910036], [-1.981947, -0.262257, 0.635075], [-1.087436, -1.302311, 1.457231], [0.014446, -0.435319, 2.169300], [1.163368, -0.157302, 1.505081], [2.220410, 0.739959, 2.201600], [3.343259, 0.798103, 1.757179], [1.760243, 1.565033, 3.427791], [2.599940, 2.666451, 3.854192], [2.166313, 3.447026, 4.994039], [0.921020, 3.181330, 5.690824], [0.089664, 2.088636, 5.230531], [0.510081, 1.273384, 4.113323], [-0.323918, 0.073810, 3.585875], [-1.194325, -0.398180, 4.276525], [-1.623770, 1.218186, -2.539745], [-3.041268, 1.387212, -1.427065], [-1.406485, 1.972777, -0.902257], [-2.244446, -1.056382, -1.376369], [-0.507504, -0.443240, -1.068112], [-1.749804, 0.782017, 0.986281], [-3.071038, -0.428079, 0.813717], [-1.685236, -1.871839, 2.205783], [-0.578398, -2.035245, 0.788070], [1.288279, -0.580143, 0.487871], [3.534554, 2.874485, 3.299078], [2.848365, 4.269870, 5.316682], [0.607767, 3.818228, 6.546829], [-0.870871, 1.903237, 5.761378], [-0.090978, -2.351142, -3.762664], [1.014394, -2.946801, -4.356903], [1.257008, -2.765189, -5.712863], [0.398923, -1.979710, -6.473041], [-0.704947, -1.380803, -5.878459], [-0.953200, -1.569191, -4.524685], [-0.282134, -2.495556, -2.705585], [1.687415, -3.554061, -3.762740], [2.115688, -3.235208, -6.177543], [0.591071, -1.834414, -7.529586], [-1.373042, -0.767002, -6.471489], [-1.817316, -1.106328, -4.062045]], "forces_ev_per_angstrom": [[0.3, -0.6, -0.9], [-1.3, 1.4, 1.1], [1.0, -0.2, -0.2], [0.2, 1.1, 0.6], [-0.6, -1.1, -0.6], [-0.5, 0.7, 1.7], [-1.1, -0.5, -0.6], [-0.2, 0.3, 0.4], [-0.1, 0.8, 0.7], [-2.0, -0.7, 1.1], [-0.3, -0.8, -0.5], [0.7, -1.1, -1.8], [1.2, 0.4, -0.3], [1.0, 0.7, -0.3], [1.0, 1.3, 0.2], [0.0, -0.1, -0.6], [-0.4, 0.2, 0.9], [0.8, -0.2, 0.1], [-0.4, -0.8, -0.4], [0.9, 0.5, 0.0], [-0.9, -0.2, 0.2], [-0.3, -1.0, 0.0], [0.8, 0.0, -0.4], [0.5, 0.5, -0.5], [-0.5, 0.6, 0.4], [0.5, 0.5, 0.9], [-0.7, -0.1, 0.5], [-0.9, -0.7, -0.2], [0.3, -0.6, -0.8], [0.9, -0.1, -0.7], [0.0, 0.0, -0.1], [0.0, 0.0, 0.0], [0.0, 0.0, 0.0], [0.0, 0.0, 0.0], [0.0, 0.0, 0.0], [0.1, 0.0, 0.0], [0.0, 0.0, 0.0], [0.0, 0.0, 0.0], [0.0, 0.0, 0.0], [0.0, 0.0, 0.0], [0.0, 0.0, 0.0], [0.0, 0.0, 0.0]]}

=====

[5]
{"formula": "C32H26Cl3N7OPdS6", "method": "the ωB97M-V functional and the def2-TZVPD basis", "total_charge": -2, "e_lumo_ha": 0.1253, "de_lowest_kcal_mol": 2.36, "homo_lumo_gap_ev": 3.24, "homo_ev": 0.17, "elements": ["Pd", "C", "S", "C", "S", "N", "N", "C", "C", "C", "C", "C", "C", "N", "H", "H", "H", "H", "H", "H", "H", "H", "Cl", "C", "C", "C", "C", "C", "C", "N", "C", "C", "N", "C", "O", "C", "C", "C", "Cl", "S", "C", "C", "C", "Cl", "C", "H", "H", "H", "H", "H", "H", "H", "H", "H", "H", "H", "H", "H", "S", "C", "S", "C", "N", "N", "C", "C", "C", "C", "C", "C", "S", "H", "H", "H", "H", "H"], "positions_angstrom": [[2.257617, 0.582982, 1.166661], [0.033204, 3.026920, 5.447681], [-0.975150, 2.691425, 3.979549], [0.253438, 2.108604, 2.855176], [0.950780, 0.493229, 3.081246], [0.625624, 2.908946, 1.902662], [1.543716, 2.413685, 1.086726], [1.932674, 3.159225, -0.045874], [2.767602, 2.546514, -0.909556], [3.321981, 3.134670, -2.120763], [4.122830, 2.415847, -2.934843], [4.456127, 1.058285, -2.612491], [3.938727, 0.546292, -1.448633], [3.139602, 1.206285, -0.605605], [-0.639315, 3.222452, 6.285015], [0.678868, 3.889956, 5.284853], [0.642237, 2.151384, 5.668822], [1.557434, 4.167433, -0.164229], [3.070646, 4.165108, -2.348827], [4.524953, 2.873924, -3.834246], [5.087972, 0.451595, -3.245373], [4.166320, -0.471451, -1.148929], [-4.634709, -1.604496, -5.155398], [-4.505725, -0.570053, -3.756572], [-3.608634, 0.480222, -3.755807], [-3.525845, 1.292544, -2.637214], [-4.308549, 1.073145, -1.506997], [-4.147760, 1.925810, -0.265005], [-3.290165, 1.229242, 0.818449], [-2.214245, 0.383448, 0.357969], [-2.278588, -0.960739, 0.036431], [-1.003829, -1.318501, -0.297943], [-0.165068, -0.233721, -0.199492], [-0.915088, 0.754122, 0.183393], [-3.754373, 3.246807, -0.601873], [-2.359683, 3.530096, -0.750871], [-2.238283, 4.620462, -1.765739], [-1.402790, 4.596074, -2.837543], [-0.318326, 3.352480, -3.272481], [-1.513951, 6.014082, -3.796926], [-2.708726, 6.671573, -2.760017], [-2.996606, 5.836067, -1.732582], [-5.196998, 0.009404, -1.558144], [-6.227281, -0.360280, -0.189458], [-5.315016, -0.816268, -2.665044], [-2.974144, 0.659619, -4.612373], [-2.832551, 2.121904, -2.656469], [-5.136137, 2.053110, 0.181402], [-3.958273, 0.618836, 1.426392], [-2.866343, 1.990637, 1.475759], [-3.190813, -1.525329, 0.131573], [-0.636213, -2.296222, -0.559799], [-0.540770, 1.731744, 0.444886], [-1.797655, 2.661874, -1.085361], [-1.931602, 3.840953, 0.207993], [-3.131687, 7.640934, -2.968776], [-3.728566, 6.048192, -0.966577], [-6.016153, -1.637843, -2.666065], [-0.008087, -5.640216, 2.525897], [1.345901, -4.716696, 2.136564], [1.219275, -3.004406, 2.023258], [2.921055, -2.851114, 1.666216], [3.533525, -4.002388, 1.642197], [2.639075, -5.044384, 1.905277], [3.265623, -6.327977, 1.917560], [4.661958, -6.364368, 1.955228], [5.327258, -7.577947, 1.964416], [4.626548, -8.776429, 1.929199], [3.243743, -8.734457, 1.877396], [2.557000, -7.525827, 1.869355], [3.658737, -1.334578, 1.432128], [5.204991, -5.432837, 1.973657], [6.410145, -7.579660, 1.997981], [5.151608, -9.723706, 1.936273], [2.672297, -9.654318, 1.839129], [1.482632, -7.511918, 1.825537]], "forces_ev_per_angstrom": [[0.4, 0.2, 0.4], [0.0, 0.0, 0.0], [0.1, -0.1, -0.1], [-0.1, -0.1, 0.2], [0.0, 0.1, -0.1], [0.1, 0.0, -0.1], [-0.1, 0.2, -0.3], [-0.3, -0.1, 0.4], [0.3, -0.3, -0.3], [-0.2, 0.0, 0.2], [0.1, -0.2, -0.1], [0.0, 0.2, -0.1], [-0.1, -0.1, 0.1], [0.0, 0.2, 0.0], [0.0, 0.0, 0.0], [0.0, 0.0, 0.0], [0.0, 0.0, 0.0], [0.0, 0.0, 0.0], [0.0, 0.0, 0.0], [0.0, 0.0, 0.0], [0.0, 0.0, 0.0], [0.0, 0.0, 0.0], [0.0, 0.0, 0.0], [-0.1, -0.1, 0.0], [0.1, 0.1, 0.0], [0.0, 0.0, -0.1], [0.1, -0.1, 0.1], [0.0, 0.1, -0.1], [0.1, 0.0, 0.1], [0.0, 0.0, -0.2], [0.0, 0.1, 0.1], [-0.2, 0.2, 0.1], [-0.1, -0.6, -0.5], [0.0, 0.2, 0.3], [0.0, 0.0, 0.1], [0.0, 0.0, 0.1], [-0.1, 0.2, 0.1], [-0.1, 0.0, 0.0], [0.2, -0.1, 0.0], [0.1, 0.1, -0.1], [-0.1, 0.0, 0.0], [0.1, -0.2, 0.0], [-0.1, -0.1, 0.0], [0.1, 0.0, -0.1], [0.0, 0.0, 0.0], [0.0, 0.0, 0.0], [-0.1, -0.1, 0.0], [0.0, 0.1, 0.0], [0.0, 0.0, 0.0], [0.0, 0.0, 0.0], [0.0, 0.0, 0.0], [0.0, 0.0, -0.1], [-0.1, 0.0, -0.1], [0.1, 0.0, 0.0], [0.0, 0.0, 0.0], [0.0, 0.0, 0.0], [0.0, 0.0, 0.0], [0.0, 0.0, 0.0], [0.3, -0.1, -0.1], [0.0, -0.1, 0.1], [-0.3, 0.3, 0.0], [-0.2, -0.1, 0.1], [-0.3, 0.2, 0.0], [0.3, -0.3, -0.1], [-0.1, 0.2, 0.0], [0.1, -0.1, 0.1], [0.0, 0.0, 0.0], [0.0, 0.0, 0.0], [-0.1, 0.0, 0.0], [0.0, 0.0, 0.0], [0.3, 0.0, -0.1], [0.0, 0.0, 0.0], [0.0, 0.0, 0.0], [0.0, 0.0, 0.0], [0.0, 0.0, 0.0], [-0.1, 0.0, 0.0]]}